19
Properties=species:S:1:pos:R:3:forces:R:3 method="wB97M-V/def2-TZVPD" lumo_energy_ev=0.63 homo_lumo_gap_ev=8.7 molar_mass_g_mol=118.18 smiles="CC1=C=C1C1=CCCC1" charge=0 relative_energy_kj_mol=344.1 homo_energy_ev=-8.1
C -1.7646 -0.9849 -0.1679 0.3 -0.9 -2.3
C -2.9014 -1.7223 -0.5685 1.4 -0.8 -0.3
C 0.4057 1.5960 1.4611 -0.7 0.8 -2.1
C 0.9670 1.4694 -0.0142 -0.1 -1.0 2.3
C -1.0259 1.0673 1.3899 0.0 -1.0 -2.3
C 0.1703 0.3345 -0.6036 -0.6 1.8 1.4
C -0.9349 0.1393 0.1647 1.2 -0.7 0.4
C -1.5152 -2.0884 -0.9280 -2.8 2.7 1.9
C -0.4393 -2.9247 -1.4119 0.2 -0.2 2.5
H 1.1178 1.0695 2.0578 -0.2 -0.4 1.0
H 0.3109 2.6347 1.7021 0.7 0.6 0.6
H 0.7693 2.3737 -0.4810 -0.3 1.8 -1.4
H 2.0458 1.3747 0.0948 0.1 -0.4 -0.6
H -1.3635 0.5720 2.2549 -0.3 -0.7 1.1
H -1.8613 1.7396 1.0830 0.9 0.4 0.5
H 0.3310 0.0728 -1.6306 0.0 -0.9 -0.1
H -0.8463 -3.8937 -1.3585 0.0 -1.6 -1.1
H 0.2877 -2.9295 -0.5761 0.1 0.2 -0.3
H 0.1034 -2.6053 -2.2557 0.2 0.1 -1.3

158
Properties=species:S:1:pos:R:3:forces:R:3 method="wB97M-V/def2-TZVPD" lumo_energy_ev=-0.40 homo_lumo_gap_ev=9.4 molar_mass_g_mol=985.66 charge=0 homo_energy_ev=-9.8
C 0.2942 0.4740 -0.1597 -0.3 -0.5 -0.5
C -0.9465 1.2982 0.0982 0.7 -0.3 0.4
O -2.0720 0.3970 0.3573 -0.5 1.1 0.4
P -3.5248 1.0383 0.1924 0.1 -0.4 -0.9
O -4.0529 0.7809 -1.1627 -0.4 0.1 0.1
C -4.5002 0.3619 1.5410 0.4 -0.6 0.2
C -5.0802 -1.0352 1.2460 0.0 0.3 0.2
C -6.0087 -1.1027 0.0137 -0.1 -0.2 0.4
B -5.5082 -2.0078 -1.1532 0.8 0.1 -0.2
C -4.0651 -2.5621 -1.3540 -0.4 -0.1 0.2
O -6.4299 -2.4265 -2.1801 -0.5 1.0 0.1
C -7.5787 -1.8065 -2.1442 -0.1 -0.7 0.6
N -8.6325 -1.3696 -1.9810 0.1 0.2 -0.4
O -3.3784 2.6381 0.4586 0.0 -0.8 0.1
C -4.3491 3.4495 -0.2176 -0.5 1.2 -0.4
C -5.7682 3.3360 0.3055 0.0 -0.1 0.5
H 1.1982 0.9797 0.1466 -0.1 0.1 0.1
H 0.2384 -0.4888 0.3494 0.0 0.1 0.2
H 0.3977 0.2502 -1.2218 -0.1 0.0 0.0
H -1.1596 1.9445 -0.7504 -0.1 0.0 0.0
H -0.8011 1.9027 0.9924 -0.1 0.1 -0.1
H -5.2990 1.0182 1.8795 0.1 0.3 -0.3
H -3.8244 0.2561 2.3910 0.0 0.2 0.0
H -5.6718 -1.3052 2.1180 0.2 0.0 0.1
H -4.2493 -1.7434 1.2225 -0.1 -0.1 -0.3
H -6.1538 -0.0894 -0.3747 0.0 -0.1 -0.2
H -7.0045 -1.4075 0.3520 0.0 -0.1 -0.2
H -3.7501 -2.5222 -2.3967 0.0 -0.1 0.0
H -4.0804 -3.6114 -1.0279 0.2 0.0 -0.1
H -3.3262 -2.0496 -0.7424 0.0 0.0 0.0
H -4.0224 4.4814 -0.0650 0.2 -0.3 0.1
H -4.3393 3.2841 -1.2965 0.2 -0.4 0.1
H -5.7814 3.6196 1.3630 -0.1 -0.2 0.0
H -6.4281 4.0246 -0.2165 0.2 0.1 -0.2
H -6.2075 2.3441 0.1969 0.2 -0.1 0.0
O -6.0725 5.9141 -1.9534 -0.1 0.3 -0.1
H -5.6513 6.2508 -2.7606 0.1 -0.3 0.1
H -6.8956 6.4094 -1.8818 0.0 -0.1 0.1
O 0.9621 2.5421 -2.0427 0.1 0.2 0.1
H 0.8784 3.3927 -2.4856 0.0 0.0 -0.1
H 1.4444 1.9973 -2.6775 -0.2 0.0 -0.2
O -3.0947 -5.4585 0.2260 -0.2 -0.1 -0.1
H -2.8802 -5.9843 1.0049 0.1 0.1 0.1
H -3.4980 -6.0725 -0.3948 0.1 0.0 -0.1
O -1.0284 4.4395 1.1174 0.0 0.1 -0.1
H -0.9369 5.2331 0.5784 0.0 0.0 0.0
H -1.8113 3.9947 0.7681 0.0 -0.1 0.1
O -4.2172 5.5324 -3.8838 0.2 -0.2 -0.2
H -3.3759 5.6158 -4.3482 -0.1 0.2 -0.1
H -4.4906 4.6214 -4.0513 -0.1 0.0 0.0
O 2.1289 4.5173 -4.1418 0.0 0.4 -0.2
H 3.0359 4.3653 -3.8414 0.0 -0.2 -0.1
H 2.2325 5.1106 -4.8973 0.2 0.1 0.1
O 3.2164 -0.0451 0.5756 0.1 0.1 0.0
H 3.6477 0.7837 0.3336 0.1 0.0 0.1
H 3.5886 -0.2499 1.4417 0.2 -0.1 -0.1
O 4.9980 2.6393 0.6689 0.0 0.1 -0.1
H 5.4392 2.9809 1.4541 -0.1 0.0 0.1
H 4.5144 3.3963 0.3219 -0.1 0.0 0.0
O -1.7231 4.8298 -2.5512 -0.1 -0.1 -0.1
H -1.6131 4.2161 -1.8168 0.1 0.0 0.0
H -2.6807 4.9197 -2.6601 0.1 0.0 0.3
O -7.3020 -3.7960 -4.6645 0.1 0.0 0.0
H -6.9718 -3.3556 -3.8731 0.0 -0.1 -0.2
H -6.6654 -4.5045 -4.8141 -0.1 -0.1 0.1
O -2.9143 -4.9767 2.9305 -0.2 0.1 0.2
H -2.5030 -4.6161 3.7231 0.0 -0.1 0.0
H -3.4188 -4.2404 2.5653 0.2 0.1 -0.2
O -6.6737 -6.8939 -4.4029 0.1 0.0 0.1
H -6.4770 -7.4833 -3.6622 0.0 0.0 0.0
H -7.6282 -6.9475 -4.5087 0.0 0.1 -0.1
O 5.6399 -1.2120 2.2503 -0.2 0.1 0.1
H 6.4079 -0.9972 1.7102 0.0 -0.1 0.0
H 5.5130 -2.1574 2.1069 0.0 0.0 -0.1
O 1.6845 1.4759 -4.7230 0.0 -0.1 -0.2
H 1.8665 2.2584 -5.2524 0.0 0.1 0.1
H 0.9088 1.0698 -5.1390 0.0 -0.2 0.1
O 8.0152 0.2931 2.4057 0.2 0.3 0.1
H 7.2306 0.5844 2.8862 -0.1 -0.2 0.0
H 8.5698 1.0837 2.3584 -0.1 0.0 -0.2
O 8.1596 2.2708 0.0359 0.1 0.1 -0.3
H 8.9109 2.4859 -0.5275 0.1 0.0 0.1
H 8.0372 1.3199 -0.0778 -0.2 0.0 0.2
O 4.8955 3.2544 -4.7199 0.0 0.0 0.0
H 5.7063 3.4364 -5.2067 0.0 0.0 0.0
H 4.7272 2.3156 -4.8755 -0.1 0.0 0.1
O 6.4591 1.9549 -2.5174 0.1 0.2 -0.1
H 6.9206 2.3505 -1.7676 -0.2 -0.1 0.2
H 5.9250 2.6680 -2.8893 0.0 -0.1 0.0
O 3.0958 -0.9249 -3.2066 0.0 0.1 0.0
H 3.4776 -0.5962 -2.3846 -0.1 -0.1 0.1
H 2.6644 -0.1606 -3.6057 0.0 0.1 -0.1
O -6.6087 -8.0903 -1.5812 0.0 0.0 0.0
H -7.2574 -7.4388 -1.2923 0.0 0.0 -0.1
H -6.0381 -8.2182 -0.8168 0.1 0.0 0.0
O 1.2210 6.7672 -2.1039 0.0 0.1 -0.1
H 2.1119 7.1147 -2.0028 0.0 0.0 0.0
H 1.2862 6.1399 -2.8349 0.0 -0.1 0.1
O 6.7748 -3.8183 2.0703 -0.3 0.1 0.2
H 7.1222 -3.3713 2.8587 0.4 0.0 -0.2
H 7.4112 -4.5206 1.9059 0.0 0.0 0.0
O 10.7031 1.2969 1.8731 0.2 -0.3 0.0
H 11.4726 1.5064 1.3329 0.0 0.1 0.0
H 10.5565 0.3527 1.7272 -0.1 0.0 -0.1
O -4.4106 0.7346 4.6666 0.1 0.0 -0.1
H -5.1860 1.0124 5.1600 0.0 0.0 0.1
H -3.8705 1.5384 4.5820 -0.1 0.1 0.2
O -3.7129 6.6571 -0.2662 -0.1 0.1 -0.1
H -3.4877 7.4381 -0.7809 0.2 0.0 0.1
H -4.5227 6.3430 -0.6934 -0.2 0.0 0.0
O 10.8591 0.2592 4.6695 -0.1 0.0 0.1
H 11.1299 0.6631 3.8329 0.0 0.1 0.1
H 9.9695 0.6051 4.8097 -0.1 -0.2 -0.2
O -0.5306 -0.5696 -5.1730 0.1 0.0 0.1
H -0.3878 -1.0838 -4.3703 0.0 0.1 0.0
H -0.9645 -1.1786 -5.7774 0.0 0.0 -0.1
O 10.7443 2.0459 7.1267 0.0 0.1 0.0
H 11.6353 2.4137 7.1430 0.0 -0.1 0.0
H 10.7600 1.4282 6.3845 0.3 0.0 0.1
O -3.6983 -7.2324 -4.6931 0.0 0.1 0.1
H -3.4344 -6.8512 -5.5394 0.0 -0.1 -0.1
H -4.5962 -6.9059 -4.5623 0.0 0.0 -0.1
O -6.4230 -10.1280 -3.9488 0.0 0.0 0.0
H -6.4222 -11.0470 -3.6658 0.0 0.0 0.0
H -6.4206 -9.6224 -3.1276 0.0 0.0 0.1
O 6.9637 -5.6119 4.3667 -0.1 0.1 0.1
H 6.4558 -6.3345 4.7549 0.1 -0.1 0.0
H 6.3058 -5.0529 3.9347 0.1 0.0 -0.2
O -7.3162 -2.7716 2.7265 -0.4 -0.1 0.1
H -7.7948 -3.5240 3.0980 0.1 0.0 0.1
H -8.0109 -2.2266 2.3415 0.1 0.1 -0.1
O 7.4972 4.6673 2.1235 -0.1 -0.1 -0.1
H 8.3671 5.0763 2.1350 0.0 0.0 0.1
H 7.5406 4.0249 1.4038 0.1 -0.1 -0.1
O 8.8673 -3.1221 3.8658 0.2 0.0 0.1
H 9.5259 -2.4200 3.9032 -0.1 0.1 0.0
H 9.1205 -3.7402 4.5594 -0.1 -0.1 0.0
O -3.3541 3.4902 4.8146 -0.1 -0.1 -0.1
H -3.0932 3.8175 3.9458 0.1 0.0 0.0
H -4.2115 3.9092 4.9752 0.0 0.1 -0.1
O -3.8052 -7.3369 -7.6833 -0.1 0.0 0.0
H -4.2926 -8.0588 -7.2686 0.1 0.0 0.1
H -4.4818 -6.8138 -8.1246 0.0 0.0 0.0
O 0.1809 4.4957 -6.4570 0.1 0.1 0.0
H -0.4667 5.1464 -6.1692 0.0 0.0 0.0
H 0.6926 4.3054 -5.6643 -0.2 -0.2 0.2
O 6.3347 -6.5663 6.8725 0.1 0.1 0.2
H 6.7453 -5.7342 6.6061 0.0 0.0 -0.1
H 6.6873 -6.7427 7.7496 -0.1 -0.1 0.0
O -5.9874 -5.1641 2.9344 0.1 0.0 0.0
H -5.0599 -5.4120 3.0306 0.0 -0.1 0.1
H -5.9755 -4.2232 2.7167 0.0 -0.1 -0.1
O 12.8425 3.4667 9.1257 -0.1 0.0 -0.1
H 13.0576 2.8654 9.8453 0.0 0.0 0.0
H 11.8801 3.4358 9.0745 0.0 0.0 0.1
O -6.1127 4.5917 4.8292 -0.1 -0.1 0.1
H -6.6580 3.9456 5.2896 0.0 0.0 0.0
H -6.7425 5.1752 4.3954 0.1 0.1 0.0